(1)
Molecular formula: C34H66NO19P3S
Method: DFT, the ωB97M-V functional and the def2-TZVPD basis

Cartesian coordinates (Å):
O 0.30 5.49 -0.80
C 0.82 4.63 -1.46
O 0.49 4.36 -2.75
C -0.66 3.49 -2.86
C -0.24 2.05 -3.20
C -0.59 1.00 -2.12
C 0.72 0.33 -1.63
C 0.39 -1.03 -1.01
C 1.52 -1.68 -0.20
C 2.15 -0.84 0.71
C 3.14 -1.36 1.51
C 3.41 -2.71 1.33
C 2.72 -3.43 0.37
N 1.76 -2.96 -0.43
S -0.11 -2.07 -2.40
O 1.04 -2.26 -3.23
O -0.78 -3.26 -1.97
O -1.08 -1.12 -3.26
C -1.65 -0.03 -2.51
C -2.82 0.54 -3.30
C -3.55 1.69 -2.58
C -4.91 1.28 -2.00
C -4.81 0.19 -0.97
O -5.54 -0.76 -0.98
O -3.86 0.35 0.02
H 1.63 4.03 -1.02
H -1.32 3.90 -3.62
H -1.21 3.54 -1.91
H 0.84 2.10 -3.33
H -0.66 1.81 -4.18
H -0.97 1.55 -1.26
H 1.37 0.13 -2.48
H 1.18 1.03 -0.93
H -0.46 -0.97 -0.33
H 1.86 0.19 0.78
H 3.68 -0.75 2.23
H 4.15 -3.21 1.95
H 2.98 -4.47 0.23
H -2.11 -0.47 -1.62
H -3.54 -0.29 -3.38
H -2.54 0.78 -4.32
H -3.73 2.50 -3.29
H -2.98 2.13 -1.77
H -5.27 2.17 -1.45
H -5.66 1.06 -2.75
H -4.27 0.73 0.81
C 1.11 -6.74 7.72
C 1.59 -5.47 7.04
O 1.03 -5.30 5.73
P -0.50 -4.85 5.58
O -0.69 -3.49 6.12
O -0.56 -4.68 3.97
C -1.01 -3.47 3.36
C 0.16 -2.60 2.96
O -1.20 -6.29 5.58
C -2.61 -6.39 5.89
C -3.48 -5.76 4.82
H 0.05 -6.69 7.95
H 1.65 -6.90 8.65
H 1.26 -7.60 7.06
H 1.35 -4.59 7.65
H 2.67 -5.50 6.90
H -1.69 -2.93 4.02
H -1.58 -3.76 2.47
H 0.83 -2.42 3.80
H -0.19 -1.64 2.58
H 0.76 -3.07 2.18
H -2.80 -5.93 6.86
H -2.82 -7.45 5.98
H -3.36 -4.67 4.80
H -4.53 -5.98 5.02
H -3.21 -6.14 3.84
C -5.91 7.57 -6.63
C -6.90 6.57 -6.08
O -7.13 5.47 -6.97
P -6.01 4.33 -7.12
O -5.85 3.60 -5.86
O -6.84 3.34 -8.10
C -7.04 1.96 -7.77
C -8.39 1.74 -7.13
O -5.14 4.96 -8.30
C -3.78 4.50 -8.49
C -3.73 3.06 -8.98
H -4.91 7.15 -6.69
H -5.87 8.45 -5.99
H -6.20 7.88 -7.63
H -6.58 6.19 -5.11
H -7.87 7.04 -5.94
H -6.24 1.60 -7.12
H -6.97 1.41 -8.71
H -8.53 2.40 -6.28
H -8.50 0.71 -6.80
H -9.19 1.96 -7.85
H -3.22 4.62 -7.56
H -3.33 5.17 -9.23
H -4.06 2.37 -8.20
H -2.71 2.80 -9.25
H -4.38 2.93 -9.84
C 9.11 2.84 3.17
C 8.37 1.72 2.45
O 8.48 0.46 3.13
P 7.62 0.21 4.45
O 6.18 0.22 4.14
O 7.99 -1.35 4.70
C 6.97 -2.34 4.85
C 6.71 -3.05 3.55
O 8.65 0.76 5.54
C 8.16 1.13 6.85
C 7.66 -0.06 7.65
H 8.63 3.07 4.13
H 9.12 3.74 2.57
H 10.13 2.54 3.39
H 7.32 1.98 2.31
H 8.81 1.57 1.46
H 6.05 -1.89 5.24
H 7.32 -3.04 5.61
H 6.50 -2.34 2.74
H 5.86 -3.73 3.65
H 7.58 -3.63 3.24
H 7.37 1.88 6.74
H 8.99 1.61 7.36
H 6.76 -0.48 7.21
H 7.44 0.24 8.67
H 8.42 -0.85 7.66

Values from the calculation:
Maximum force, Eh/bohr: 0.1024
Calculated total energy, eV: -115428.005
Structure (SMILES): O=COCC[C@@H]1C[C@H](c2ccccn2)S(=O)(=O)O[C@@H]1CCCC(=O)O.CCOP(=O)(OCC)OCC.CCOP(=O)(OCC)OCC.CCOP(=O)(OCC)OCC
Lowest unoccupied orbital energy, eV: 0.19
Kohn-Sham gap, eV: 9.75

Atomic partial charges in e from the Löwdin method, atoms 1 to 99:
1. O 0.10
2. C -0.34
3. O -0.05
4. C -0.15
5. C -0.09
6. C -0.24
7. C -0.12
8. C -0.26
9. C -0.28
10. C -0.03
11. C -0.04
12. C -0.06
13. C -0.12
14. N 0.14
15. S 0.66
16. O -0.26
17. O -0.25
18. O -0.17
19. C -0.32
20. C -0.11
21. C -0.16
22. C -0.10
23. C -0.50
24. O 0.14
25. O 0.06
26. H 0.15
27. H 0.12
28. H 0.11
29. H 0.12
30. H 0.12
31. H 0.14
32. H 0.13
33. H 0.11
34. H 0.14
35. H 0.11
36. H 0.11
37. H 0.09
38. H 0.11
39. H 0.14
40. H 0.13
41. H 0.12
42. H 0.12
43. H 0.10
44. H 0.13
45. H 0.13
46. H 0.12
47. C -0.08
48. C -0.27
49. O -0.18
50. P 0.44
51. O -0.22
52. O -0.19
53. C -0.28
54. C -0.06
55. O -0.18
56. C -0.25
57. C -0.07
58. H 0.07
59. H 0.08
60. H 0.08
61. H 0.11
62. H 0.12
63. H 0.10
64. H 0.12
65. H 0.09
66. H 0.08
67. H 0.06
68. H 0.12
69. H 0.12
70. H 0.07
71. H 0.08
72. H 0.09
73. C -0.08
74. C -0.27
75. O -0.18
76. P 0.44
77. O -0.22
78. O -0.20
79. C -0.30
80. C -0.07
81. O -0.18
82. C -0.25
83. C -0.07
84. H 0.07
85. H 0.08
86. H 0.08
87. H 0.11
88. H 0.12
89. H 0.10
90. H 0.12
91. H 0.08
92. H 0.08
93. H 0.08
94. H 0.12
95. H 0.12
96. H 0.07
97. H 0.08
98. H 0.09
99. C -0.08



(2)
Molecular formula: C10H26O13V3
Method: DFT, the ωB97M-V functional and the def2-TZVPD basis

Cartesian coordinates (Å):
O -1.52 -4.75 -15.11
V -1.25 -6.00 -14.16
O -2.60 -6.80 -14.07
O 0.50 -1.93 -12.09
V 1.33 -3.25 -11.92
O 2.83 -2.83 -11.75
O 3.53 -6.16 -13.47
V 2.31 -7.10 -13.15
O 2.85 -8.31 -12.31
C 0.21 -5.80 -11.91
O -0.03 -6.94 -12.46
O 1.44 -5.50 -11.64
O -0.45 -4.83 -12.47
O 1.70 -3.35 -14.12
H 2.26 -2.81 -14.69
H 1.15 -3.88 -14.70
C -1.97 -10.87 -12.62
C -0.47 -10.72 -12.51
C 0.31 -11.95 -12.91
O 0.01 -9.58 -13.26
H -2.49 -9.99 -12.23
H -2.30 -11.74 -12.06
H -2.25 -10.98 -13.67
H -0.22 -10.49 -11.46
H 0.22 -12.69 -12.12
H 1.38 -11.73 -13.00
H -0.06 -12.40 -13.83
H -0.28 -8.80 -12.78
C -3.41 -4.70 -10.22
C -3.94 -4.01 -11.46
C -5.10 -3.10 -11.14
O -2.93 -3.21 -12.12
H -4.03 -5.56 -10.01
H -3.33 -4.01 -9.38
H -2.41 -5.11 -10.42
H -4.25 -4.78 -12.17
H -4.78 -2.30 -10.46
H -5.84 -3.66 -10.56
H -5.62 -2.71 -12.01
H -2.13 -3.72 -12.25
C 1.62 -6.07 -7.61
C 2.88 -6.57 -8.28
C 2.65 -7.97 -8.82
O 3.26 -5.71 -9.33
H 1.26 -6.75 -6.84
H 0.80 -6.02 -8.34
H 1.75 -5.08 -7.16
H 3.69 -6.62 -7.55
H 3.51 -8.37 -9.35
H 1.83 -7.96 -9.56
H 2.36 -8.69 -8.05
H 2.52 -5.68 -9.94

Values from the calculation:
Maximum force, Eh/bohr: 0.1183
Total charge: +1
Calculated total energy, eV: -114463.105
Lowest unoccupied orbital energy, eV: -7.20
Kohn-Sham gap, eV: 5.46

How positive or negative is each atom? The Löwdin charges in e answer that:
1. O -0.24
2. V 1.06
3. O -0.20
4. O -0.23
5. V 1.01
6. O -0.22
7. O -0.22
8. V 1.08
9. O -0.18
10. C -0.69
11. O -0.12
12. O -0.11
13. O -0.13
14. O -0.02
15. H 0.12
16. H 0.07
17. C -0.04
18. C -0.48
19. C -0.05
20. O -0.09
21. H 0.08
22. H 0.09
23. H 0.09
24. H 0.14
25. H 0.09
26. H 0.08
27. H 0.09
28. H 0.01
29. C -0.05
30. C -0.49
31. C -0.05
32. O -0.05
33. H 0.09
34. H 0.09
35. H 0.06
36. H 0.13
37. H 0.09
38. H 0.09
39. H 0.08
40. H 0.01
41. C -0.06
42. C -0.49
43. C -0.06
44. O -0.05
45. H 0.09
46. H 0.07
47. H 0.08
48. H 0.15
49. H 0.08
50. H 0.07
51. H 0.09
52. H 0.02



(3)
Molecular formula: C19H34CuF6OP2
Method: DFT, the ωB97M-V functional and the def2-TZVPD basis

Cartesian coordinates (Å):
P -1.94 -0.41 -1.10
P -0.73 -1.50 1.53
C -2.76 -1.90 -0.33
C -2.52 -1.89 1.18
H -2.29 -2.78 -0.79
H -3.83 -1.94 -0.57
H -3.11 -1.10 1.66
H -2.82 -2.84 1.64
C 0.07 -3.16 1.52
H 1.09 -3.05 1.91
H 0.13 -3.52 0.50
H -0.48 -3.88 2.14
C -0.74 -1.09 3.32
H -1.26 -1.85 3.92
H -1.21 -0.12 3.46
H 0.30 -1.02 3.67
C -1.94 -0.81 -2.89
H -1.65 0.05 -3.51
H -2.93 -1.16 -3.18
H -1.23 -1.63 -3.06
C -3.24 0.88 -1.00
H -3.34 1.22 0.03
H -4.21 0.51 -1.36
H -2.93 1.74 -1.61
Cu 0.00 0.00 0.00
C -5.57 -4.40 2.45
C -4.70 -5.25 1.90
C -4.85 -6.18 0.73
C -6.03 -5.92 -0.24
C -5.98 -4.55 -0.87
C -6.42 -3.38 -0.39
C -7.10 -3.07 0.92
C -7.00 -4.12 2.05
C 0.71 1.37 -1.45
H -5.21 -3.81 3.29
H -3.71 -5.29 2.36
H -4.93 -7.22 1.10
H -3.92 -6.15 0.15
H -5.98 -6.67 -1.03
H -6.98 -6.08 0.28
H -5.49 -4.52 -1.84
H -6.27 -2.51 -1.02
H -8.17 -2.87 0.72
H -6.69 -2.12 1.28
H -7.53 -3.72 2.92
H -7.52 -5.03 1.76
H 1.13 2.26 -0.96
H -0.04 1.70 -2.17
H 1.52 0.88 -2.01
C 2.26 0.92 1.57
C 2.80 -0.26 0.73
O 1.76 -0.87 -0.05
C 3.94 0.23 -0.22
F 5.01 0.74 0.50
F 4.40 -0.82 -1.00
F 3.52 1.24 -1.05
C 3.40 -1.31 1.72
F 4.54 -0.82 2.35
F 2.52 -1.61 2.73
F 3.74 -2.47 1.04
H 1.87 1.74 0.95
H 3.07 1.35 2.20
H 1.45 0.59 2.24

Values from the calculation:
Multiplicity: 2
Maximum force, Eh/bohr: 0.0562
⟨S²⟩: 0.757
Calculated total energy, eV: -101822.930
Relative energy (zero: lowest compared OMol25 entry of this formula, charge and spin), kcal per mole: 0.0
Lowest unoccupied orbital energy (spin up / spin down), eV: 0.31 / -0.10
Kohn-Sham gap (spin up / spin down), eV: 7.10 / 7.84

How positive or negative is each atom? The Löwdin charges in e answer that:
1. P 0.83
2. P 0.85
3. C -0.38
4. C -0.39
5. H 0.08
6. H 0.06
7. H 0.08
8. H 0.07
9. C -0.22
10. H 0.03
11. H 0.05
12. H 0.05
13. C -0.25
14. H 0.05
15. H 0.04
16. H 0.03
17. C -0.24
18. H 0.05
19. H 0.04
20. H 0.05
21. C -0.24
22. H 0.04
23. H 0.05
24. H 0.05
25. Cu 0.13
26. C -0.11
27. C -0.12
28. C -0.19
29. C -0.20
30. C -0.10
31. C -0.13
32. C -0.19
33. C -0.20
34. C -0.15
35. H 0.10
36. H 0.09
37. H 0.11
38. H 0.11
39. H 0.11
40. H 0.10
41. H 0.10
42. H 0.09
43. H 0.11
44. H 0.11
45. H 0.11
46. H 0.10
47. H -0.02
48. H -0.03
49. H 0.00
50. C -0.01
51. C -0.41
52. O -0.28
53. C -0.45
54. F 0.10
55. F 0.12
56. F 0.10
57. C -0.45
58. F 0.11
59. F 0.09
60. F 0.12
61. H 0.07
62. H 0.11
63. H 0.07



(4)
Molecular formula: C6H11N3O
Method: DFT, the ωB97M-V functional and the def2-TZVPD basis

Cartesian coordinates (Å):
C 0.65 -2.41 0.00
C 0.93 -0.91 0.45
C 1.92 -0.03 -0.35
C 0.98 1.14 -1.02
N -0.23 0.98 -0.27
C -1.47 1.71 -0.23
N -2.26 1.00 0.73
O -3.24 1.50 1.14
N -1.84 -0.12 1.12
C -0.16 -0.02 0.48
H 1.31 -2.88 -0.65
H -0.28 -2.31 -0.50
H 0.51 -3.07 0.80
H 1.41 -0.91 1.52
H 2.39 -0.77 -1.08
H 2.83 0.29 0.22
H 1.45 2.10 -1.02
H 0.85 0.91 -2.01
H -1.99 1.79 -1.29
H -1.35 2.66 0.09
H -2.40 -0.62 1.85

Values from the calculation:
Maximum force, Eh/bohr: 0.1045
Total charge: +2
Calculated total energy, eV: -12893.948
Structure (SMILES): C[C@H]1CCN2C[N+](=O)[NH+]=C12
Relative energy (zero: lowest compared OMol25 entry of this formula, charge and spin), kcal per mole: 150.4
Lowest unoccupied orbital energy, eV: -10.33
Kohn-Sham gap, eV: 9.51

How positive or negative is each atom? The Löwdin charges in e answer that:
1. C 0.05
2. C -0.23
3. C -0.01
4. C 0.01
5. N 0.05
6. C 0.08
7. N -0.27
8. O 0.26
9. N 0.32
10. C 0.06
11. H 0.09
12. H 0.08
13. H 0.08
14. H 0.22
15. H 0.16
16. H 0.15
17. H 0.15
18. H 0.13
19. H 0.25
20. H 0.15
21. H 0.23